57
Properties=species:S:1:pos:R:3:forces:R:3:lowdin_charge:R:1 method="wB97M-V/def2-TZVPD" total_charge=0 e_above_lowest_kj_mol=0.0 gap_ev=7.7 e_lumo_ha=-0.012
C 5.380773 0.976593 -2.451395 0.509 0.026 0.172 -0.11
C 3.918942 0.881268 -2.278451 -1.038 0.593 -0.141 -0.57
C 2.926215 1.522427 -3.002009 0.651 -0.459 0.493 -0.11
C 1.631682 1.072912 -2.653779 -0.130 -1.138 1.031 -0.08
C 1.651514 0.057728 -1.693515 1.425 2.373 0.044 -0.46
B -0.364460 0.947805 1.085439 1.290 -0.981 -2.249 -0.81
C 0.672390 -0.918712 -1.402634 -1.171 -1.024 0.598 -0.22
C 0.980167 -2.072727 -0.644829 -0.303 0.625 -0.899 0.00
C 0.364488 -3.257782 -1.008033 -0.406 0.040 0.295 -0.11
C 0.809546 -4.499402 -0.280345 0.097 -0.660 0.487 -0.50
F 0.378288 -5.646750 -0.873113 0.358 0.871 0.448 0.12
F 2.178714 -4.563247 -0.204120 -1.230 -0.048 -0.008 0.12
F 0.345036 -4.521415 1.017243 0.481 -0.014 -1.152 0.11
C -0.650251 -3.273327 -1.976268 0.323 0.020 -0.104 0.07
C -1.084512 -2.062834 -2.526193 -0.543 -0.214 0.382 -0.10
C -2.186296 -1.983575 -3.553645 -0.727 0.057 -0.395 -0.50
F -3.343801 -1.460186 -3.019402 1.031 -0.434 -0.563 0.11
F -1.826587 -1.157313 -4.592412 -0.433 -0.752 0.918 0.11
F -2.508242 -3.190645 -4.093517 0.273 0.933 0.448 0.13
C -0.526038 -0.866880 -2.119476 0.656 -0.171 -0.152 0.03
O 0.857350 0.813934 1.740039 -0.041 1.277 0.052 0.07
C 1.380591 2.167605 1.769388 0.634 -0.044 0.491 -0.11
C 0.543922 2.966571 0.747289 -0.103 0.572 -0.539 -0.11
O -0.429583 2.037442 0.210913 0.831 0.397 0.865 0.06
S 3.261281 -0.170654 -1.063806 -0.139 0.349 -1.251 1.12
H 5.639959 1.478628 -3.380767 -0.058 0.065 -0.016 0.08
H 5.844972 1.516132 -1.624752 0.106 0.032 -0.013 0.08
H 5.808789 -0.025490 -2.475318 0.150 0.026 -0.031 0.08
H 3.127216 2.227697 -3.807874 0.018 -0.191 0.274 0.11
H 0.700431 1.416630 -3.085020 0.204 -0.060 -0.248 0.12
H 1.682530 -1.971439 0.179833 0.216 -0.404 -0.398 0.13
H -1.094011 -4.208668 -2.284149 0.029 -0.003 -0.054 0.13
H -0.893420 0.120766 -2.397966 0.066 -0.456 -0.473 0.14
H 1.286582 2.613297 2.796405 0.003 -0.591 -0.777 0.14
H 2.459629 2.148444 1.500621 -0.688 -0.083 0.159 0.12
H 0.020858 3.832899 1.221679 0.259 -0.681 -0.302 0.13
H 1.176879 3.362194 -0.072363 -0.416 -0.283 0.312 0.13
C -1.075975 -1.502934 1.662520 -0.251 -0.243 0.356 -0.02
C -1.482497 -0.123641 1.158947 0.447 0.757 0.712 -0.31
C -2.566120 -0.136021 0.089738 -0.548 0.136 -0.020 -0.02
C -1.803228 0.865842 2.310953 -1.332 0.376 1.286 -0.16
C -2.480879 2.083828 2.030396 -0.145 -0.648 0.477 -0.01
C -2.829168 2.957357 3.057005 0.552 0.039 0.036 -0.06
C -2.449155 2.687689 4.374374 -0.287 -0.077 -0.027 -0.08
C -1.736592 1.520537 4.658184 0.426 0.145 -0.017 -0.07
C -1.353761 0.651479 3.641092 -0.529 -0.060 -0.579 0.00
H -0.083158 -1.521557 2.140284 -0.327 0.060 -0.218 0.09
H -1.803904 -1.880568 2.402638 0.188 0.058 -0.233 0.10
H -1.061007 -2.209283 0.825793 -0.030 0.223 0.281 0.06
H -2.523431 0.735124 -0.587613 0.025 -0.364 0.287 0.09
H -2.488678 -1.043352 -0.520224 -0.006 0.290 0.205 0.07
H -3.566973 -0.140527 0.558405 0.292 -0.027 -0.194 0.10
H -2.696806 2.346360 0.994920 -0.126 -0.150 0.382 0.13
H -3.320504 3.892141 2.802605 -0.041 -0.139 0.119 0.10
H -2.702634 3.392086 5.176676 0.096 -0.366 -0.364 0.11
H -1.409779 1.309966 5.677326 -0.100 0.114 -0.241 0.11
H -0.687293 -0.194449 3.842281 -0.488 0.308 0.050 0.13

61
Properties=species:S:1:pos:R:3:forces:R:3:lowdin_charge:R:1 method="wB97M-V/def2-TZVPD" total_charge=-2 gap_ev=5.5 e_lumo_ha=0.124
Ti 0.643349 0.731101 -0.218488 0.016 0.176 -0.068 0.79
C -2.693420 1.684846 -0.258465 -0.009 -0.005 -0.012 -0.06
N -2.034386 0.449005 0.205830 -0.006 -0.016 0.014 -0.21
C -2.475258 -0.704636 -0.571958 0.019 0.019 -0.010 -0.19
C -1.797634 -0.733139 -1.917414 -0.031 0.006 0.030 -0.16
N -0.348265 -1.038514 -1.842750 0.005 -0.009 -0.018 -0.16
C 0.146939 -0.865235 -3.227577 0.003 0.016 0.006 -0.07
C -0.164240 -2.405341 -1.382674 -0.001 -0.018 -0.021 -0.28
C -0.389898 -3.479891 -2.236903 0.003 0.008 0.000 -0.04
C -0.251125 -4.787358 -1.800228 0.004 -0.009 0.018 -0.10
C 0.111728 -5.024440 -0.480619 -0.010 -0.008 -0.024 -0.11
C 0.333923 -3.961066 0.373771 -0.002 0.030 0.009 -0.12
C 0.206316 -2.634282 -0.057258 0.012 -0.044 0.020 -0.57
S 0.494966 -1.339582 1.082970 0.006 -0.061 0.027 0.74
C -2.283549 0.304109 1.617549 -0.014 -0.007 -0.046 -0.32
C -3.336822 -0.447910 2.117817 0.011 0.001 0.005 -0.04
C -3.564739 -0.523034 3.486690 0.013 0.011 0.005 -0.11
C -2.737508 0.173034 4.355193 -0.017 -0.014 -0.005 -0.11
C -1.685526 0.926695 3.856557 0.003 0.004 -0.021 -0.12
C -1.438982 1.001039 2.486295 -0.015 -0.011 0.046 -0.61
S -0.114232 1.935792 1.841064 0.049 0.016 0.012 0.73
H -3.780584 1.600401 -0.131719 -0.004 0.007 0.000 0.10
H -2.450092 1.876597 -1.299772 -0.011 -0.006 0.013 0.08
H -2.319355 2.522991 0.325785 -0.005 0.000 -0.006 0.07
H -3.563749 -0.688015 -0.732860 0.005 0.005 -0.002 0.13
H -2.235171 -1.609844 -0.012860 0.001 -0.006 -0.004 0.12
H -1.887389 0.231218 -2.414454 -0.009 0.004 -0.011 0.11
H -2.283878 -1.485943 -2.552256 -0.004 0.000 0.009 0.13
H -0.535685 -1.337740 -3.942947 0.008 0.009 0.001 0.08
H 1.132267 -1.302454 -3.329121 0.031 -0.004 0.007 0.09
H 0.191612 0.197306 -3.443419 0.007 0.024 0.003 0.09
H -0.674063 -3.295658 -3.264674 -0.001 -0.002 0.006 0.10
H -0.422575 -5.608190 -2.485224 0.001 -0.003 0.005 0.09
H 0.226997 -6.039014 -0.117757 0.000 -0.001 -0.004 0.09
H 0.621489 -4.136883 1.403078 0.001 0.005 0.000 0.09
H -3.989003 -0.986850 1.442567 0.001 0.003 -0.005 0.10
H -4.383453 -1.122646 3.865139 0.002 0.002 0.004 0.09
H -2.901995 0.120708 5.425091 0.000 -0.002 -0.001 0.09
H -1.020803 1.455155 4.528567 0.001 0.001 -0.001 0.09
Br 4.590764 4.081285 3.076302 0.001 0.008 0.001 0.72
C 4.122770 2.310822 2.590384 0.015 -0.022 0.012 -0.66
C 4.865699 1.243040 3.056269 -0.009 0.008 -0.009 -0.12
C 4.478963 -0.023722 2.657084 0.002 0.011 0.003 -0.05
C 3.377699 -0.160258 1.827110 -0.023 -0.006 0.005 -0.16
N 2.660410 0.874846 1.400890 -0.032 0.036 0.009 -0.02
C 3.030665 2.099120 1.767985 0.002 -0.002 -0.008 -0.21
H 5.718373 1.401413 3.702788 0.000 0.002 0.000 0.10
H 5.025433 -0.900152 2.977780 -0.004 -0.002 -0.002 0.10
H 3.046097 -1.131312 1.485818 0.007 -0.006 0.004 0.07
H 2.446962 2.922068 1.380093 0.011 -0.010 0.013 0.08
Cl -0.707090 4.086932 -3.417974 0.066 -0.036 0.076 0.56
C 0.505119 3.891052 -2.183932 -0.024 0.007 -0.001 -0.50
Cl -3.945354 8.224047 -8.895395 -0.045 0.053 -0.073 -1.00
C 0.610213 2.748162 -1.495866 0.010 -0.075 0.024 -0.69
O 1.488456 2.487198 -0.530422 0.001 -0.027 0.015 -0.24
O -0.172193 1.666764 -1.657863 -0.003 -0.006 -0.020 -0.23
H 1.154431 4.732842 -2.012634 -0.015 -0.043 0.001 0.06
F 3.728017 0.448496 -0.894212 0.002 -0.022 -0.051 0.02
C 2.496419 0.064710 -1.355100 0.005 0.018 -0.019 -0.52
F 2.484289 0.580874 -2.630359 -0.017 -0.059 0.057 0.02
F 2.647637 -1.300564 -1.541332 -0.012 0.053 -0.017 0.00